DFT (ωB97M-V with the def2-TZVPD basis set) results for a cluster of 2 separate species, C4H7FO in total at a distorted geometry.

Values from the calculation:
Kohn-Sham gap   0.330 hartree
2S+1   1
ΔE to the lowest compared entry with this formula, charge and spin   564.84 kJ/mol
Charge   0

Positions of all 13 atoms, in Å:
C -1.68096 0.09747 0.48097
C -0.67782 0.92595 -0.08503
C 1.63985 0.41160 -0.25239
C 2.63060 -0.57607 0.16614
H -2.66806 0.67580 0.90575
H -1.04312 -0.42458 1.46933
H -0.29560 1.93763 0.32483
H -0.79152 0.77120 -1.18653
H 1.66550 1.33192 -0.79549
H 3.81036 -0.53844 -0.15937
H 1.97456 -1.95954 0.44915
O 0.49598 0.10338 0.13752
F -2.00999 -0.86386 -0.44068

Mulliken population analysis, charges in e, atoms 1 to 8:
1 C -0.20
2 C -0.50
3 C 0.10
4 C -0.78
5 H 0.28
6 H 0.20
7 H 0.37
8 H 0.33